Record 1
This record from the Open Molecules 2025 dataset describes C6H14AuO3 as an isolated structure. The level of theory is the ωB97M-V functional and the def2-TZVPD basis.

Last column: Mulliken spin population.
Geometry (Å):
1 H 4.897 0.300 0.888  0.02
2 C 4.023 0.324 0.212  0.03
3 H 4.415 0.195 -0.817  0.07
4 O 3.300 1.508 0.335  0.82
5 C 3.162 -0.892 0.549  0.03
6 H 3.636 -1.839 0.256  0.00
7 H 2.925 -0.916 1.626  0.00
8 O 1.935 -0.720 -0.174  0.18
9 C 0.841 -1.552 0.178  -0.01
10 H 0.731 -1.572 1.274  0.00
11 O -0.373 0.470 -0.208  0.03
12 C -0.377 -0.931 -0.470  0.01
13 H -0.365 -1.073 -1.563  0.00
14 C -3.339 1.722 -0.233  0.80
15 H -1.371 0.894 -0.218  0.11
16 H -3.211 2.295 -1.158  0.03
17 H -1.295 -1.389 -0.081  0.01
18 H -3.231 2.385 0.632  0.02
19 Au 1.507 1.146 -0.128  0.80
20 H 0.993 -2.577 -0.186  0.01
21 C -4.465 0.743 -0.189  -0.06
22 H -4.440 0.050 -1.041  0.01
23 H -4.462 0.161 0.745  0.01
24 H -5.438 1.266 -0.228  0.08

Results
ΔE to the lowest compared entry with this formula, charge and spin: 0.00 kJ/mol
HOMO level (alpha / beta): -0.5649 / -0.6677 hartree
total charge: +2
expectation value of S²: 3.76
orbital gap (alpha / beta): 7.33 / 5.77 eV
multiplicity: 4
electronic energy: -16257.8497 eV
LUMO energy (alpha / beta): -0.295 / -0.456 hartree

=====

Record 2
This record from the Open Molecules 2025 dataset describes C5H11FO3Pt as an isolated structure. The level of theory is the ωB97M-V functional and the def2-TZVPD basis.

Last column: Mulliken spin population.
Geometry (Å):
1 F -2.234 4.790 -0.484  0.00
2 C -1.647 3.494 -0.347  0.00
3 H -2.449 2.777 -0.563  0.00
4 H -1.280 3.438 0.686  0.00
5 H -0.843 3.445 -1.091  0.00
6 C 2.611 -1.901 -0.589  0.03
7 O 2.562 -0.701 -1.290  0.18
8 C 1.221 -2.330 -0.116  -0.02
9 O 0.640 -1.186 0.511  0.06
10 C -0.781 -1.125 0.634  -0.02
11 C -1.133 0.350 0.827  0.03
12 O -0.507 1.154 -0.124  0.21
13 Pt 1.132 0.314 -0.571  1.53
14 H 3.269 -1.826 0.301  0.01
15 H 3.014 -2.727 -1.206  0.00
16 H 1.261 -3.173 0.590  0.00
17 H 0.595 -2.612 -0.980  -0.01
18 H -1.120 -1.747 1.477  0.00
19 H -1.232 -1.506 -0.298  -0.01
20 H -0.843 0.644 1.857  0.01
21 H -2.237 0.430 0.778  0.00

Results
HOMO level (alpha / beta): -0.2895 / -0.3494 hartree
total charge: 0
expectation value of S²: 2.01
orbital gap (alpha / beta): 8.43 / 8.52 eV
multiplicity: 3
electronic energy: -17465.0440 eV
LUMO energy (alpha / beta): 0.020 / -0.036 hartree

=====

Record 3
This record from the Open Molecules 2025 dataset describes a 2-piece molecular cluster, C5H4N6 overall. The level of theory is the ωB97M-V functional and the def2-TZVPD basis.

Last column: Mulliken charge in e.
Geometry (Å):
1 C 0.312 0.848 -0.803  -0.25
2 C 0.841 0.314 -2.032  -0.15
3 C -0.327 -1.555 -1.718  0.00
4 C 0.943 -0.743 2.845  0.13
5 C -0.556 0.064 -0.084  0.61
6 N -1.434 1.528 1.550  0.67
7 N 0.540 -0.893 -2.466  -0.53
8 N -0.838 -1.157 -0.574  -0.55
9 N 1.469 0.166 2.385  -0.38
10 N -1.833 2.435 2.100  -0.51
11 N -1.216 0.421 1.109  -0.33
12 H 0.546 1.902 -0.615  0.33
13 H 1.763 0.789 -2.537  0.32
14 H -0.702 -2.403 -2.270  0.38
15 H 0.492 -1.715 3.109  0.26

Results
ΔE to the lowest compared entry with this formula, charge and spin: 158.79 kJ/mol
HOMO level: -0.3547 hartree
total charge: 0
orbital gap: 9.99 eV
electronic energy: -14187.0025 eV
LUMO energy: 0.013 hartree